No. 1
121
Properties=species:S:1:pos:R:3:forces:R:3:mulliken_charge:R:1 method="wB97M-V/def2-TZVPD" multiplicity=1 total_charge=-1 lumo_ev=1.951 gap_ev=5.199 homo_energy_ev=-3.2
C 2.714569 -4.002232 -1.794184 0.34 0.13 0.06 -0.491
C 4.033818 -3.220087 -1.941053 -0.40 -0.03 0.20 -0.728
C 3.883453 -2.022234 -2.879279 0.45 -0.02 1.06 -0.445
O 2.999470 -1.129872 -2.280530 -0.38 0.06 -0.24 -0.126
Ga 2.316190 0.190114 -3.469041 -0.12 0.87 -0.24 -0.599
C 0.849693 1.159476 -2.385973 0.66 -1.53 -0.62 -0.762
C -0.409641 0.321302 -2.440249 -0.39 1.22 -0.25 -0.485
O -1.247849 0.768227 -3.527700 -0.11 -0.37 -0.04 -0.658
C 3.694251 1.600973 -4.055744 -0.07 -0.18 0.45 -0.009
N 3.874897 2.699064 -3.046758 -0.17 -0.20 -0.10 -0.506
C 2.996355 3.846494 -3.286315 0.18 -0.06 0.51 -0.798
B 1.409096 -0.578987 -5.212926 0.65 -0.49 -0.38 0.908
O 1.291622 0.289154 -6.315824 0.06 -0.51 -0.35 -0.610
O 0.859016 -1.863533 -5.412048 -0.62 0.57 0.39 -0.544
C -0.538119 -1.843107 -5.657797 0.04 -0.11 -0.26 -0.699
H 1.982955 -3.560614 -2.466343 -0.20 -0.20 -0.13 -0.023
H 2.835130 -5.068044 -1.975425 -0.08 -0.09 -0.22 0.373
H 2.322473 -3.905397 -0.783667 -0.07 -0.25 -0.35 -0.033
H 4.881743 -3.856285 -2.202869 -0.04 -0.10 -0.21 0.445
H 4.260893 -2.785377 -0.968950 0.28 0.10 0.16 0.265
H 3.560665 -2.357311 -3.874986 0.04 0.05 -0.13 0.305
H 4.880636 -1.557532 -2.929715 0.08 -0.02 -0.52 0.156
H 0.663246 2.168341 -2.729888 -0.14 0.23 0.23 0.660
H 1.185899 1.132115 -1.356175 0.11 0.45 0.23 0.475
H -0.997801 0.464798 -1.519832 -0.05 0.01 -0.17 0.383
H -0.182885 -0.744962 -2.545008 -0.20 0.82 -0.66 0.188
H -2.078332 0.283428 -3.428433 0.18 0.19 -0.20 0.328
H 4.652256 1.185177 -4.364653 -0.11 0.13 0.29 -0.273
H 3.289688 2.051167 -4.966319 -0.03 0.08 -0.12 0.268
H 3.565604 2.316100 -2.164465 0.12 -0.02 0.08 0.357
H 2.496638 4.113774 -2.354476 -0.05 0.13 0.09 0.306
H 3.570666 4.722219 -3.595528 -0.02 0.07 -0.31 0.268
H 2.200012 3.635807 -4.001453 0.00 -0.01 -0.21 0.205
H 2.180856 0.562725 -6.581518 -0.31 0.38 0.40 0.255
H -1.079373 -1.891923 -4.711007 -0.10 -0.06 0.09 0.090
H -0.819651 -2.695826 -6.273375 0.03 -0.17 -0.01 0.250
H -0.856917 -0.937941 -6.174727 0.02 0.10 -0.06 0.298
C -1.222441 4.832037 0.106312 -0.01 0.01 0.02 -1.022
C -0.846193 3.404130 0.400425 0.07 -0.36 -0.02 0.799
O 0.163830 2.865667 -0.021932 0.16 0.45 0.07 -0.601
N -1.684919 2.673736 1.184899 -0.21 0.23 0.03 0.012
C -2.928200 3.033738 1.845409 0.43 -0.34 -0.18 -0.762
H -0.455367 5.276093 -0.521790 0.05 -0.09 -0.01 0.289
H -2.176110 4.874125 -0.423933 -0.03 0.01 0.06 0.346
H -1.296236 5.386923 1.043301 -0.09 -0.02 -0.25 0.160
H -1.358354 1.728679 1.307451 -0.01 -0.03 -0.02 0.089
H -2.809162 2.869576 2.913107 -0.27 0.15 0.07 0.137
H -3.724922 2.383308 1.482903 -0.14 0.11 0.12 0.288
H -3.207648 4.068561 1.673860 0.16 0.06 -0.09 0.324
C -5.926515 -0.159884 3.681514 -0.10 0.01 0.02 -0.933
C -4.677368 0.654626 3.896725 0.39 0.09 -0.20 0.770
O -4.671436 1.877637 3.921625 -0.50 0.08 0.33 -0.659
N -3.507774 -0.015448 4.033198 -0.25 -0.12 0.06 0.012
C -3.251909 -1.446092 3.972309 0.27 0.46 -0.12 -0.767
H -6.772250 0.512406 3.570852 0.06 0.09 0.02 0.348
H -5.834484 -0.757118 2.773253 0.01 -0.05 0.04 -0.059
H -6.106326 -0.812437 4.537780 0.02 -0.09 -0.07 0.347
H -2.719509 0.595935 4.174318 0.02 -0.02 -0.02 0.218
H -2.800133 -1.788384 4.895743 -0.06 -0.13 0.00 0.422
H -2.557368 -1.636122 3.150841 -0.06 -0.24 0.01 0.115
H -4.166052 -2.003093 3.798251 -0.04 0.03 0.00 0.234
C -0.070840 -4.543829 4.569279 -0.19 0.05 0.53 -1.129
C -0.917991 -4.047945 5.715850 0.06 -0.05 -0.19 0.705
O -2.082488 -3.710531 5.554376 0.02 -0.15 0.22 -0.708
N -0.347600 -3.971042 6.949885 0.02 -0.04 -0.12 -0.147
C 1.007552 -4.316215 7.331754 -0.32 0.15 0.23 -0.848
H -0.660374 -4.536471 3.666998 -0.05 0.01 -0.07 0.317
H 0.791855 -3.891892 4.426578 0.07 -0.10 -0.04 0.303
H 0.267584 -5.564212 4.756874 0.13 0.04 -0.03 0.358
H -0.972207 -3.627746 7.662242 0.02 0.00 0.01 0.258
H 0.986078 -5.098412 8.093261 0.15 -0.04 -0.03 0.285
H 1.505847 -3.439182 7.749359 0.14 -0.06 -0.03 0.278
H 1.575003 -4.670680 6.478587 -0.04 0.01 -0.04 0.327
C -2.618347 6.323326 4.869419 -0.02 0.00 -0.01 -1.379
C -1.344950 5.871526 4.196845 0.07 -0.08 -0.10 0.803
O -1.171825 5.981518 2.994867 -0.06 0.17 0.21 -0.688
N -0.377949 5.323118 4.979204 -0.15 0.10 0.07 -0.162
C -0.396977 5.105377 6.411956 0.31 -0.10 -0.29 -0.858
H -3.283256 6.731904 4.115274 0.06 -0.02 -0.07 0.298
H -3.114690 5.480802 5.352795 0.00 0.05 0.08 0.374
H -2.407106 7.098049 5.608150 -0.05 -0.06 0.08 0.397
H 0.441660 5.041935 4.463261 -0.01 -0.03 0.00 0.232
H 0.430747 5.645696 6.875708 -0.07 -0.01 0.14 0.290
H -0.277276 4.040903 6.621907 -0.07 0.02 0.14 0.281
H -1.329129 5.447077 6.848332 -0.03 0.01 -0.04 0.325
C 7.386940 2.292922 -4.965332 0.02 -0.04 0.04 -1.234
C 6.790540 1.651835 -6.195984 -0.12 -0.01 0.14 0.828
O 5.785465 0.975224 -6.137840 0.29 -0.21 -0.54 -0.513
N 7.421127 1.864088 -7.392642 0.09 0.08 0.15 -0.224
C 8.616487 2.639395 -7.651312 -0.29 -0.24 -0.28 -0.885
H 6.770418 2.037422 -4.107751 -0.10 0.02 -0.06 0.238
H 8.401455 1.926147 -4.795572 0.04 0.11 -0.02 0.398
H 7.402081 3.378754 -5.069681 0.09 0.00 0.03 0.332
H 6.968099 1.409414 -8.168857 -0.01 0.01 0.00 0.244
H 8.390255 3.441836 -8.357527 0.14 0.09 0.05 0.282
H 9.384180 1.997795 -8.090915 0.12 0.11 0.04 0.281
H 9.004254 3.075470 -6.737144 -0.03 -0.01 0.04 0.331
C -7.632935 -2.257685 -0.334294 -0.01 0.03 -0.02 -1.463
C -6.268169 -2.341105 0.305681 0.18 -0.03 0.03 0.906
O -5.546765 -1.364991 0.421649 -0.05 0.06 0.03 -0.644
N -5.858030 -3.557256 0.758759 -0.22 0.09 -0.07 -0.081
C -6.566992 -4.821895 0.711847 0.40 0.08 0.15 -0.912
H -7.810756 -1.231505 -0.639641 0.09 0.03 0.03 0.307
H -7.682664 -2.898828 -1.215194 -0.09 -0.05 0.05 0.403
H -8.407208 -2.551645 0.375810 -0.03 -0.08 -0.07 0.363
H -4.939264 -3.541019 1.174055 0.02 -0.04 -0.01 0.178
H -6.703385 -5.202690 1.725527 -0.11 -0.09 -0.05 0.294
H -5.982707 -5.548190 0.144383 -0.12 -0.08 -0.02 0.304
H -7.538856 -4.709345 0.243998 0.00 0.05 -0.01 0.334
C 1.709192 -2.908314 1.413604 0.00 0.01 0.17 -0.982
C 0.359090 -3.510690 1.110424 -0.18 0.04 -0.24 0.820
O -0.040303 -4.527721 1.675539 0.07 -0.02 -0.24 -0.772
N -0.403453 -2.883662 0.186429 0.34 0.00 0.41 0.129
C -0.097651 -1.677181 -0.576977 -0.35 -0.90 0.56 -0.967
H 2.202212 -3.515853 2.167240 -0.05 -0.09 0.02 0.223
H 2.330038 -2.890771 0.517636 -0.04 0.37 0.27 0.014
H 1.597952 -1.893593 1.797207 0.06 0.07 -0.10 0.467
H -1.290683 -3.334167 0.028313 0.01 0.00 -0.05 0.188
H -0.849217 -0.914724 -0.370230 0.12 -0.23 0.08 0.164
H -0.118494 -1.904759 -1.642348 0.17 -0.41 0.65 0.238
H 0.880009 -1.283554 -0.323804 0.13 -0.04 -0.13 0.395


No. 2
25
Properties=species:S:1:pos:R:3:forces:R:3:mulliken_charge:R:1 method="wB97M-V/def2-TZVPD" multiplicity=2 total_charge=+1 lumo_ev="-2.772 / -10.470" s_squared=0.753 gap_ev="11.873 / 4.021" homo_energy_ev="-14.6 / -14.5"
C 1.936094 -1.793462 0.070811 -0.04 1.13 1.23 -0.199
C 2.595022 -0.437269 -0.416943 1.14 -1.32 1.74 -1.041
C 0.794710 -2.294360 -0.889554 2.60 1.73 1.07 -0.830
H 2.696388 -2.596771 0.303905 -0.82 0.91 -0.42 0.394
H 1.574073 -1.379395 1.130770 0.22 -1.73 -1.91 0.183
H 2.117584 0.351517 0.144854 -0.04 0.59 0.38 0.213
H 1.247369 -2.470463 -1.849754 0.03 -0.28 -0.46 0.350
H 0.261023 -3.120659 -0.542246 -0.81 -1.32 0.56 0.361
H 0.161505 -1.442210 -1.006057 -0.97 0.66 -0.33 0.022
H 3.690383 -0.402558 -0.181114 -0.96 -0.02 0.17 0.302
H 2.559962 -0.107756 -1.407098 -0.45 -0.25 -2.01 0.379
C -1.136935 1.008989 0.213771 -3.83 3.65 -0.36 1.703
C -0.662478 1.707968 1.443955 0.29 -0.80 0.09 -1.444
C -2.116484 -0.176627 0.403877 3.79 -3.09 0.97 -1.322
C -1.639012 2.081485 -0.871053 2.31 -1.88 2.93 -1.090
H -0.287482 0.411114 -0.183858 0.99 -0.82 -0.84 -0.637
H -1.451580 1.965947 2.222193 0.09 0.28 -1.09 0.357
H 0.028433 2.534817 1.212047 -0.55 -0.15 0.38 0.480
H -3.108276 0.065608 0.503867 -2.42 1.36 -0.12 0.437
H -1.999913 -0.983882 -0.359288 -0.22 0.76 0.47 0.409
H -1.777876 -0.634107 1.371444 -0.38 0.08 -0.81 0.371
H -1.262561 1.902334 -1.846215 1.64 0.48 -1.21 0.423
H -2.605194 1.830808 -1.247676 -1.76 -0.09 0.72 0.354
H -1.404942 3.000200 -0.334514 -0.60 0.46 -1.31 0.382
H -0.209814 0.978730 2.113875 0.74 -0.35 0.15 0.443


No. 3
46
Properties=species:S:1:pos:R:3:forces:R:3:mulliken_charge:R:1 method="wB97M-V/def2-TZVPD" multiplicity=1 total_charge=0 lumo_ev=0.128 gap_ev=7.819 homo_energy_ev=-7.7
C -1.770192 -4.076763 0.480306 -6.77 5.17 -4.58 -1.645
C -1.243609 -2.825458 -0.343258 -4.40 -2.76 -1.59 -0.075
H -0.743528 -2.960262 -1.310822 0.23 -0.84 0.63 0.539
H -0.673205 -2.248939 0.258425 1.47 2.45 1.76 0.118
O -2.506568 -2.193864 -0.851886 -0.20 3.68 4.80 -0.368
C -3.019380 -1.220268 0.241670 2.14 -0.55 1.38 0.282
O -2.593629 -1.103992 1.457707 -2.11 -1.06 -7.05 -0.581
C -4.111341 -0.263265 -0.521569 -2.03 -4.29 5.45 0.552
C -4.927707 0.469118 0.608559 5.89 -0.42 4.37 -1.173
C -4.526236 1.895403 0.697388 -6.42 5.38 0.33 -1.130
H -4.991257 2.588332 1.649384 1.50 -2.51 -1.87 0.300
C -3.163588 2.267471 0.527705 5.21 -3.48 3.23 -0.701
N -2.454422 1.357850 -0.667735 0.22 6.77 6.73 0.099
C -1.123487 1.333164 -0.524934 -4.28 -8.72 -10.28 1.194
C -0.526342 0.369690 -1.547176 1.63 2.16 4.08 -0.866
C 0.815684 0.094210 -1.223955 2.27 -4.90 -6.84 0.661
O 1.533286 -0.798368 -2.018727 -2.89 4.06 4.22 -0.775
N 1.537692 0.780534 -0.254958 1.57 2.99 0.81 0.371
C 1.110233 1.864439 0.432755 -3.16 -0.53 3.99 0.177
O 1.580083 2.443302 1.444094 -1.11 -1.20 -4.11 -0.616
N -0.403085 1.921288 0.242928 4.22 8.79 9.74 -0.227
H -0.880417 2.694747 1.121339 2.07 -3.29 -3.70 0.394
C 2.950818 0.652253 -0.099747 -3.65 -4.69 0.86 0.051
C 3.864818 1.515983 -0.320239 6.62 7.21 -5.58 -0.160
C 5.264557 1.330745 -0.569575 -8.47 -12.83 7.51 -1.062
C 5.722523 -0.055287 0.157203 -8.03 0.72 -2.39 -0.522
C 4.687436 -1.195815 0.508828 -0.36 12.05 -3.90 -0.892
C 3.373862 -0.537085 0.324039 1.56 -8.37 2.90 0.611
Cl 2.053598 -1.875382 0.930503 1.42 1.91 -0.72 -0.277
H 4.990714 -2.014878 0.975180 0.59 -3.58 1.79 0.541
H 6.694274 -0.210533 0.240405 4.37 -0.91 0.41 0.512
H 5.987236 1.863423 -0.715719 7.32 6.74 -2.07 0.653
H 3.653050 2.465431 -0.860321 -0.94 -0.30 0.93 0.253
H -1.054021 -0.306078 -2.195558 -0.03 0.23 0.10 0.232
C -3.442249 0.676806 -1.318213 1.36 2.34 -8.17 -1.495
H -4.118205 1.605317 -1.726849 0.90 -2.79 0.59 0.386
H -2.866696 0.244266 -2.305382 -2.05 0.68 2.22 0.352
H -2.857413 3.269392 0.871294 -0.42 0.29 -1.95 0.530
H -2.631777 1.781342 1.550135 -1.07 0.41 -2.34 0.441
H -5.185446 2.571507 -0.024692 1.17 -1.49 0.44 0.380
H -5.865461 0.214294 0.735721 -5.09 -0.53 -0.73 0.707
H -4.722353 0.096113 1.907409 0.47 0.37 -3.92 0.220
H -4.827094 -0.977999 -0.967494 0.67 0.51 -0.50 0.642
H -2.352398 -3.957919 1.361835 -0.03 0.74 0.69 0.306
H -1.048985 -4.619770 0.535043 8.84 -6.46 1.99 0.740
H -2.358003 -4.718893 -0.223684 -0.20 0.84 0.34 0.320


No. 4
6
Properties=species:S:1:pos:R:3:forces:R:3:mulliken_charge:R:1 method="wB97M-V/def2-TZVPD" multiplicity=1 smiles="O=C(F)NCl" total_charge=0 lumo_ev=0.263 gap_ev=10.536 homo_energy_ev=-10.3
O 1.765873 -2.343903 0.001940 -0.98 -0.97 0.47 -0.349
C 1.282666 -1.297387 0.144799 -2.60 3.91 -0.69 0.549
F 2.059997 -0.172159 0.006017 -0.40 -0.34 0.49 -0.225
N -0.135411 -0.663004 0.364295 4.35 -1.08 -0.02 -0.249
Cl -1.475108 -1.589809 -0.059913 0.05 0.21 -0.11 -0.031
H -0.100324 0.369081 0.172455 -0.43 -1.73 -0.13 0.305


No. 5
36
Properties=species:S:1:pos:R:3:forces:R:3:mulliken_charge:R:1 method="wB97M-V/def2-TZVPD" multiplicity=1 total_charge=+2 lumo_ev="-8.309 / -8.732" gap_ev="7.008 / 6.559" homo_energy_ev="-15.3 / -15.3"
In -1.426495 -3.196020 -0.389167 0.01 0.03 0.09 0.845
C 2.559408 1.492082 -2.043842 0.01 0.00 0.01 -1.718
C 1.219845 0.873722 -2.096247 0.02 0.04 0.03 0.599
N 0.993509 -0.326948 -2.496232 -0.13 0.03 -0.18 0.456
O 1.813633 -1.287965 -2.928388 0.15 -0.01 0.17 -0.392
C -1.028396 0.278429 -1.490912 -0.14 0.17 0.18 1.005
C -2.500912 0.515883 -1.810995 0.04 -0.01 0.00 -1.389
N -0.418377 -0.654816 -2.513034 -0.03 -0.14 0.04 0.210
O -0.755314 -1.824791 -2.691694 0.16 0.00 -0.01 -0.588
H 3.065941 1.419534 -3.009889 0.00 -0.01 0.00 0.514
H 3.177693 0.974904 -1.304476 0.01 -0.01 -0.01 0.370
H 2.482494 2.540477 -1.768301 -0.01 0.00 0.02 0.372
H 2.445310 -0.903276 -3.563543 -0.09 0.00 -0.09 0.410
H -2.741346 1.573336 -1.712322 0.00 0.00 0.05 0.368
H -3.129607 -0.042172 -1.121817 -0.01 -0.03 -0.03 0.392
H -2.730986 0.201316 -2.828053 0.00 0.05 -0.02 0.395
Br -0.470141 -1.017641 6.085142 0.00 -0.01 -0.04 -0.066
C -0.313310 -1.542792 4.302198 0.00 -0.03 0.05 -0.015
C -0.132875 -2.875106 3.967932 -0.01 0.01 0.04 -0.588
C -0.076853 -3.203351 2.625972 -0.02 0.10 -0.09 -0.135
N -0.158987 -2.300518 1.643366 -0.06 -0.13 -0.12 -0.450
C -0.268613 -1.007812 1.973145 -0.01 -0.04 0.04 0.196
C -0.374546 -0.590351 3.289233 0.05 0.03 -0.05 -0.580
C -0.310269 -0.017704 0.834035 -0.04 0.02 0.13 0.791
C 0.244746 1.271569 1.171463 -0.06 -0.03 0.00 -0.788
C 0.140571 2.496564 0.488148 -0.04 0.06 -0.08 0.041
Br 0.409549 4.048235 1.525987 0.00 -0.05 -0.03 -0.082
C -0.124276 2.645657 -0.835473 0.01 -0.01 0.10 -1.128
C -0.127755 1.500267 -1.788440 0.05 -0.09 -0.09 0.022
N -0.877986 -0.443574 -0.247308 0.12 0.09 -0.15 -0.567
H -0.058810 -3.641477 4.725747 0.00 0.00 0.01 0.446
H 0.033947 -4.237922 2.321925 0.00 -0.01 0.02 0.436
H -0.522755 0.448851 3.545023 -0.01 -0.01 0.02 0.667
H 0.704731 1.318700 2.147191 0.00 0.03 -0.01 0.817
H -0.271621 3.635352 -1.245358 0.06 0.01 -0.01 0.550
H -0.471137 1.879368 -2.761030 -0.03 -0.02 0.00 0.586


Table of DFT total energy (Eh), in record order: -4363.01163; -277.03785; -1622.79721; -728.71344; -6248.18929